Entry 1:
The following is a quantum chemistry calculation of a 2-piece molecular cluster, C6H8BrF overall at a distorted geometry, from the Open Molecules 2025 dataset.

CARTESIAN COORDINATES (ANGSTROEM)
H: -1.24 0.87 -1.11
C: 0.99 -0.51 -0.60
H: 1.20 -0.68 1.95
Br: 3.26 1.45 1.60
H: 1.62 -1.13 -2.55
C: 0.92 -0.61 -1.93
H: 0.03 -0.25 -2.40
F: 1.36 2.20 3.21
H: -1.86 0.58 0.65
C: 0.37 -0.08 1.67
C: -1.10 0.90 -0.03
C: 0.12 0.11 0.33
H: -0.51 0.05 2.29
C: 1.98 1.10 2.85
H: 1.92 -0.93 -0.18
H: -1.08 1.82 0.44

Computed properties:
LUMO energy (alpha / beta) ... 0.86 / -1.93 eV
⟨S²⟩ ... 2.067
Charge ... 0
HOMO energy (alpha / beta) ... -7.187 / -8.857 eV
Spin multiplicity ... 3
F_max ... 0.0592 hartree/bohr
HOMO-LUMO gap (alpha / beta) ... 8.04 / 6.92 eV

Want to see where the charge sits? The natural (NBO) charges in e are: atom 1 (H): 0.224, atom 2 (C): -0.225, atom 3 (H): 0.217, atom 4 (Br): 0.070, atom 5 (H): 0.205, atom 6 (C): -0.361, atom 7 (H): 0.177, atom 8 (F): -0.348, atom 9 (H): 0.227, atom 10 (C): -0.414, atom 11 (C): -0.661, atom 12 (C): 0.000, atom 13 (H): 0.208, atom 14 (C): 0.244, atom 15 (H): 0.203, atom 16 (H): 0.234


Entry 2:
The following is a quantum chemistry calculation of a 14-piece molecular cluster, C50H100O22 overall at a distorted geometry, from the Open Molecules 2025 dataset.

CARTESIAN COORDINATES (ANGSTROEM)
C: 15.34 22.41 17.86
H: 8.47 11.16 16.19
O: 14.44 21.35 12.95
O: 14.81 16.82 22.19
C: 9.92 20.39 18.88
H: 8.02 15.41 17.96
H: 17.45 21.17 21.11
H: 16.45 24.06 17.36
O: 12.13 16.38 12.12
H: 18.91 22.71 22.57
H: 18.72 18.19 15.22
C: 16.50 13.54 15.88
C: 12.46 18.54 13.11
H: 9.12 14.22 15.63
C: 15.09 18.00 21.93
O: 20.06 16.91 17.04
H: 10.99 20.41 19.05
H: 11.40 18.72 13.28
C: 16.15 16.27 9.51
H: 16.51 15.35 9.96
H: 16.90 12.29 17.58
C: 16.62 17.55 11.41
C: 12.63 11.35 16.02
H: 16.62 23.63 12.86
C: 12.84 17.05 13.14
H: 12.95 11.21 17.06
H: 15.64 11.72 16.55
O: 8.16 18.89 19.61
H: 9.71 18.07 21.38
H: 12.67 15.84 23.37
H: 15.15 24.52 18.43
O: 18.86 21.14 19.49
C: 13.84 23.63 13.51
C: 8.53 15.25 18.91
H: 13.56 13.19 15.84
C: 11.32 14.50 10.91
O: 17.25 13.12 15.01
H: 10.41 14.10 18.51
H: 10.11 16.27 23.50
O: 12.32 14.60 21.72
H: 15.74 17.99 24.66
C: 15.13 18.45 16.61
C: 19.33 17.36 14.86
C: 20.37 15.08 15.59
H: 9.60 13.76 20.05
H: 15.31 13.08 17.66
H: 16.01 17.86 16.89
O: 13.99 17.60 16.64
C: 9.44 13.97 19.00
C: 9.28 11.81 18.08
H: 16.47 15.51 16.77
H: 15.01 15.16 15.90
O: 16.58 17.48 10.07
C: 14.45 18.75 20.83
O: 13.75 8.85 16.33
H: 14.98 19.13 17.44
C: 16.05 12.62 16.99
H: 17.64 19.01 12.68
H: 9.25 16.05 19.05
H: 17.81 18.92 25.53
H: 16.49 19.49 15.36
H: 13.00 19.16 13.83
H: 16.59 16.26 8.51
C: 14.04 9.57 15.33
H: 14.16 17.10 8.94
H: 12.89 23.19 13.21
H: 16.49 15.51 15.01
H: 15.38 8.17 14.58
C: 14.95 9.10 14.21
C: 15.45 19.16 15.28
H: 9.39 21.30 19.18
H: 7.68 15.21 19.60
H: 12.21 16.71 22.04
C: 12.54 12.82 15.86
H: 10.57 14.62 23.66
C: 17.37 19.33 24.61
H: 12.67 18.92 12.11
C: 18.94 22.70 21.49
H: 10.76 17.32 16.50
H: 13.34 13.65 18.70
H: 21.13 15.10 14.82
H: 9.85 15.25 22.10
C: 12.13 15.08 12.06
H: 13.80 19.54 21.24
H: 14.45 8.98 13.25
H: 14.83 20.05 15.16
H: 7.34 14.55 13.06
H: 17.10 17.30 23.74
C: 12.00 15.76 22.52
H: 14.57 21.42 19.67
H: 15.32 18.55 14.39
H: 8.76 9.96 17.35
O: 12.63 14.31 12.89
H: 18.99 20.58 21.39
C: 11.68 16.93 16.94
H: 19.46 14.69 15.12
H: 13.90 16.86 12.96
O: 9.12 16.92 14.53
C: 8.81 15.79 14.14
H: 15.16 19.31 20.23
H: 11.95 16.03 16.40
H: 9.44 13.75 14.01
C: 9.36 19.26 19.67
C: 16.50 18.20 23.90
C: 18.38 20.15 18.85
H: 11.40 15.15 10.04
H: 11.67 10.88 15.82
O: 13.62 10.83 15.18
C: 19.96 16.52 15.87
H: 11.51 16.70 17.99
H: 13.33 22.31 18.82
H: 11.96 13.31 16.65
H: 13.81 24.07 14.51
O: 10.41 11.45 18.30
H: 18.00 20.53 16.79
H: 18.33 23.51 21.10
H: 16.65 23.74 19.08
H: 11.82 13.56 10.70
C: 7.77 15.55 13.04
H: 16.39 23.07 14.53
C: 9.55 14.59 14.70
H: 13.90 12.99 20.28
H: 16.77 20.22 24.74
C: 14.81 22.48 13.30
H: 12.56 16.63 14.11
H: 20.66 14.45 16.43
H: 19.98 22.84 21.19
H: 13.92 18.03 20.21
O: 17.63 19.27 19.33
H: 18.20 19.54 23.93
C: 10.28 18.64 20.64
O: 15.71 21.87 16.82
H: 12.24 12.78 19.66
C: 16.30 22.79 13.48
O: 8.70 12.90 18.46
C: 10.53 15.43 22.93
H: 8.27 15.70 12.08
H: 10.28 14.33 11.17
C: 14.65 16.21 9.34
O: 15.99 18.75 22.63
O: 12.63 15.80 19.73
H: 19.70 20.66 17.27
C: 15.92 23.76 18.27
H: 12.04 13.06 14.92
H: 17.12 19.61 11.09
H: 15.94 19.39 12.26
H: 7.04 16.36 13.09
O: 16.48 16.61 12.21
H: 18.69 16.74 14.22
H: 7.34 11.01 17.65
C: 13.08 13.47 19.74
H: 15.73 9.84 14.06
C: 16.87 18.93 11.91
C: 12.74 18.05 16.83
H: 20.07 17.81 14.20
H: 10.88 17.87 20.14
C: 12.67 14.78 20.41
C: 18.49 21.38 20.85
H: 18.99 19.04 17.03
C: 14.24 21.72 18.67
H: 14.17 16.01 10.30
C: 16.09 15.00 15.89
C: 8.35 10.97 17.25
O: 12.38 19.21 16.92
H: 14.13 24.43 12.84
H: 14.28 15.39 8.72
H: 13.97 20.78 18.19
H: 16.75 21.83 13.24
C: 18.79 20.06 17.37
H: 10.89 19.41 21.12
H: 9.79 20.26 17.80
H: 10.60 14.87 14.79

Computed properties:
LUMO energy ... 0.39 eV
Charge ... 0
HOMO energy ... -9.215 eV
Spin multiplicity ... 1
F_max ... 0.1130 hartree/bohr
HOMO-LUMO gap ... 9.60 eV

Results of the Löwdin charge analysis, in e, for atoms 1 through 99: atom 1 (C): -0.427, atom 2 (H): 0.086, atom 3 (O): 0.028, atom 4 (O): 0.074, atom 5 (C): -0.020, atom 6 (H): 0.072, atom 7 (H): 0.116, atom 8 (H): 0.075, atom 9 (O): 0.003, atom 10 (H): 0.080, atom 11 (H): 0.062, atom 12 (C): -0.465, atom 13 (C): -0.034, atom 14 (H): 0.082, atom 15 (C): -0.484, atom 16 (O): 0.035, atom 17 (H): 0.059, atom 18 (H): 0.079, atom 19 (C): -0.239, atom 20 (H): 0.128, atom 21 (H): 0.093, atom 22 (C): -0.494, atom 23 (C): -0.245, atom 24 (H): 0.084, atom 25 (C): -0.197, atom 26 (H): 0.118, atom 27 (H): 0.073, atom 28 (O): 0.024, atom 29 (H): 0.082, atom 30 (H): 0.112, atom 31 (H): 0.083, atom 32 (O): 0.031, atom 33 (C): -0.015, atom 34 (C): -0.026, atom 35 (H): 0.068, atom 36 (C): 0.027, atom 37 (O): 0.047, atom 38 (H): 0.104, atom 39 (H): 0.068, atom 40 (O): -0.019, atom 41 (H): 0.111, atom 42 (C): -0.183, atom 43 (C): -0.026, atom 44 (C): -0.005, atom 45 (H): 0.120, atom 46 (H): 0.061, atom 47 (H): 0.108, atom 48 (O): -0.014, atom 49 (C): -0.192, atom 50 (C): -0.587, atom 51 (H): 0.087, atom 52 (H): 0.071, atom 53 (O): 0.009, atom 54 (C): 0.021, atom 55 (O): 0.050, atom 56 (H): 0.094, atom 57 (C): -0.005, atom 58 (H): 0.084, atom 59 (H): 0.056, atom 60 (H): 0.071, atom 61 (H): 0.058, atom 62 (H): 0.054, atom 63 (H): 0.120, atom 64 (C): -0.492, atom 65 (H): 0.086, atom 66 (H): 0.085, atom 67 (H): 0.072, atom 68 (H): 0.085, atom 69 (C): 0.022, atom 70 (C): -0.045, atom 71 (H): 0.093, atom 72 (H): 0.081, atom 73 (H): 0.089, atom 74 (C): -0.058, atom 75 (H): 0.076, atom 76 (C): -0.059, atom 77 (H): 0.076, atom 78 (C): -0.051, atom 79 (H): 0.074, atom 80 (H): 0.059, atom 81 (H): 0.084, atom 82 (H): 0.064, atom 83 (C): -0.550, atom 84 (H): 0.092, atom 85 (H): 0.086, atom 86 (H): 0.053, atom 87 (H): 0.079, atom 88 (H): 0.118, atom 89 (C): -0.197, atom 90 (H): 0.064, atom 91 (H): 0.062, atom 92 (H): 0.089, atom 93 (O): 0.064, atom 94 (H): 0.120, atom 95 (C): 0.033, atom 96 (H): 0.065, atom 97 (H): 0.114, atom 98 (O): 0.041, atom 99 (C): -0.447